1.
# C5H5NO2

A structure of composition C5H5NO2 at a distorted geometry (wB97M-V/def2-TZVPD, OMol25).

The geometry in ORCA input format:
```
! RIJCOSX wB97M-V def2-TZVPD def2/J DEFGRID3
* xyz 0 1
O -3.13 -0.12 -0.20
O -1.72 1.66 0.25
N 1.45 2.19 -0.21
C -0.95 -0.49 -0.02
C 0.94 1.14 -0.18
C 1.57 -1.11 0.01
C 0.41 -0.23 -0.18
C -2.00 0.42 -0.18
H 1.49 -1.25 1.40
H 1.18 -2.14 -0.55
H -0.84 1.85 0.03
H -1.65 -1.35 -0.05
H 3.25 -0.57 -0.12
*
```

The gap between HOMO and LUMO is 0.333 Ha. The largest force on an atom comes out at 4.875 eV/Å. As for the energy above the lowest of the compared OMol25 structures with the same formula, charge and spin: 162.8 kcal per mole. The calculation puts the LUMO energy at -1.33 eV.


2.
# C5H10NO

A cluster of 2 separate species, C5H10NO in total at a distorted geometry (wB97M-V/def2-TZVPD, OMol25).

The geometry in ORCA input format:
```
! RIJCOSX wB97M-V def2-TZVPD def2/J DEFGRID3
* xyz 1 1
O -0.67 -1.66 1.10
N 0.48 0.30 -1.99
C -0.73 1.03 -1.63
C -0.25 0.06 2.84
C 0.53 0.92 -0.79
C 0.83 -0.65 -2.79
C 0.14 -0.81 1.70
H 1.87 -1.11 -2.89
H -1.75 0.65 -1.37
H 0.14 -1.02 -3.53
H -1.23 0.02 3.20
H 0.44 -0.11 3.60
H 1.27 1.71 -0.57
H -1.63 -1.54 1.33
H 0.03 1.06 2.48
H -0.70 1.90 -2.29
H 1.22 -0.76 1.61
*
```

The gap between HOMO and LUMO (spin up / spin down) is 0.234 / 0.235 Ha. The largest force on an atom comes out at 2.976 eV/Å. As for the energy above the lowest of the compared OMol25 structures with the same formula, charge and spin: 147.7 kcal per mole. The calculation puts the LUMO energy (spin up / spin down) at -5.12 / -5.12 eV.


3.
# C31H41F20NO5S3

A cluster of 3 separate species, C31H41F20NO5S3 in total at a distorted geometry (wB97M-V/def2-TZVPD, OMol25).

The geometry in ORCA input format:
```
! RIJCOSX wB97M-V def2-TZVPD def2/J DEFGRID3
* xyz 0 1
S 2.49 1.96 -1.34
S -0.97 -7.10 2.51
S 2.05 -1.01 -1.84
F -1.47 -1.77 -2.91
F -3.37 4.02 1.85
F -0.27 -4.04 -1.71
F -1.56 0.89 2.43
F 2.27 -6.09 -1.17
F -2.93 -3.81 -2.61
F -3.31 2.28 -0.39
F -3.87 1.29 2.49
F -1.28 1.31 -0.07
F -3.10 -1.04 1.01
F 3.28 -6.03 0.94
F -3.67 -3.40 -0.52
F -1.81 -5.63 -1.33
F -4.75 0.15 0.04
F -2.64 0.34 -2.36
F -2.19 3.24 3.59
F 2.28 -7.88 0.18
F -1.09 3.56 1.67
F -0.92 -1.46 -0.75
F -4.34 -1.09 -2.05
O -3.53 7.32 5.69
O -0.96 -7.76 3.87
O -1.91 5.63 -4.46
O 0.64 -6.86 2.11
O -1.74 -5.59 2.82
N 4.04 -0.04 -0.11
C -1.06 -4.31 0.69
C 4.00 -1.38 0.54
C 6.57 0.47 -0.26
C -4.08 5.12 -3.65
C 7.67 -1.82 0.37
C 2.86 -1.54 1.65
C 1.00 2.59 -3.77
C -1.35 -4.36 -0.87
C -3.09 -0.70 -1.50
C 0.76 -6.13 0.84
C 0.88 2.06 -2.25
C -3.35 -0.13 -0.03
C -4.41 5.55 4.37
C 7.81 -0.53 -0.58
C -4.29 6.99 4.80
C -2.33 3.15 2.18
C -2.64 5.54 -3.50
C -2.52 -3.33 -1.33
C 0.44 -4.60 1.14
C 2.92 0.17 -1.04
C 5.27 -0.08 -1.01
C -2.62 1.25 0.30
C 2.59 -3.13 1.81
C -2.18 -5.15 1.51
C -2.16 5.84 -2.11
C 2.17 -6.45 0.19
C -1.98 -1.84 -1.59
C -5.14 8.00 4.09
C 1.52 -3.53 0.65
C -2.65 1.61 1.88
C 0.23 1.57 -4.75
H 6.42 0.65 0.85
H 6.84 -2.47 -0.09
H -1.10 6.13 -2.15
H 6.81 1.49 -0.73
H -4.74 5.91 -3.30
H 1.92 -0.94 1.46
H 3.94 -2.26 -0.17
H 0.25 2.84 -1.69
H -6.20 7.76 4.23
H 0.94 -2.55 0.46
H 5.45 -1.17 -1.34
H 5.03 0.57 -1.91
H -5.44 5.20 4.53
H -0.89 1.83 -4.78
H 2.03 -3.77 -0.33
H -2.73 6.67 -1.68
H -4.14 5.45 3.33
H -2.56 -6.07 0.96
H -4.29 4.93 -4.71
H 8.81 -0.02 -0.41
H -4.95 8.99 4.50
H -4.26 4.20 -3.09
H 3.59 -3.63 1.67
H 2.08 2.75 -4.10
H 0.40 0.49 -4.40
H 7.70 -0.86 -1.68
H -3.09 -4.48 1.67
H 0.68 1.65 -5.79
H -1.26 -3.21 1.00
H -0.03 -6.60 0.15
H 2.20 -3.36 2.85
H 7.28 -1.45 1.39
H -4.90 8.01 3.02
H 0.45 3.60 -3.86
H 8.64 -2.39 0.50
H 0.27 1.11 -2.25
H 0.45 -4.50 2.28
H -2.25 4.95 -1.48
H 5.00 -1.49 1.09
H 3.27 -1.19 2.66
H -3.74 4.93 4.97
*
```

The gap between HOMO and LUMO is 0.314 Ha. The largest force on an atom comes out at 4.418 eV/Å. The calculation puts the LUMO energy at -0.25 eV.


4.
# H2NO2P

The molecule H2NO2P at a distorted geometry (wB97M-V/def2-TZVPD, OMol25).

The geometry in ORCA input format:
```
! RIJCOSX wB97M-V def2-TZVPD def2/J DEFGRID3
* xyz 0 1
P -0.45 -0.22 -0.09
O -0.49 -1.67 -0.13
O 2.03 0.77 -0.35
N 1.20 0.33 0.35
H -1.50 0.45 -0.92
H -0.78 0.33 1.12
*
```

The gap between HOMO and LUMO (spin up / spin down) is 0.303 / 0.303 Ha. The largest force on an atom comes out at 2.490 eV/Å. The SMILES is O=N[PH2]=O. As for the energy above the lowest of the compared OMol25 structures with the same formula, charge and spin: 91.4 kcal per mole. The calculation puts the LUMO energy (spin up / spin down) at -1.33 / -1.33 eV.


5.
# C50H52BiN4O2PS2

A structure of composition C50H52BiN4O2PS2 at a distorted geometry (wB97M-V/def2-TZVPD, OMol25).

The geometry in ORCA input format:
```
! RIJCOSX wB97M-V def2-TZVPD def2/J DEFGRID3
* xyz -2 1
Bi 12.69 11.93 14.48
S 12.36 10.15 15.97
S 16.41 12.07 16.39
P 10.84 16.07 15.54
O 15.63 12.57 17.51
O 17.28 10.93 16.54
N 14.71 11.40 13.09
N 13.38 15.00 12.11
N 15.40 11.91 15.17
N 16.16 13.83 10.93
C 9.66 15.27 14.42
C 9.70 7.21 12.14
C 10.24 12.70 9.23
C 11.81 17.41 18.11
C 11.19 10.49 9.29
C 10.90 10.34 7.94
C 9.53 9.58 11.99
C 10.37 17.00 18.15
C 10.19 18.68 14.70
C 17.54 13.40 16.01
C 8.48 13.59 12.49
C 9.59 17.24 19.29
C 17.94 15.53 14.95
C 17.02 11.05 13.47
C 8.59 13.15 13.80
C 8.94 8.36 11.88
C 10.26 11.41 7.24
C 17.05 14.50 15.34
C 18.89 13.29 16.26
C 14.91 11.10 11.79
C 13.68 17.18 15.03
C 9.88 12.60 7.88
C 9.24 13.96 14.74
C 19.25 15.49 15.32
C 20.22 16.64 15.01
C 9.43 15.70 13.12
C 11.45 11.14 12.44
C 15.48 16.20 11.44
C 19.76 14.33 15.91
C 11.39 11.98 11.39
C 10.49 19.93 14.20
C 10.84 9.79 12.40
C 8.26 16.91 19.29
C 7.65 16.32 18.19
C 10.83 11.69 9.99
C 11.19 17.72 14.95
C 13.99 16.06 11.22
C 12.82 19.34 14.09
C 11.00 7.36 12.54
C 8.42 16.09 17.06
C 9.54 13.32 16.07
C 11.83 20.23 13.92
C 17.19 10.80 12.12
C 16.10 10.85 11.21
C 11.56 8.62 12.81
C 16.35 15.24 10.64
C 9.79 16.42 17.02
C 15.71 11.44 13.97
C 8.85 14.88 12.19
C 12.61 18.00 14.71
H 16.61 13.59 11.82
H 10.06 17.71 20.14
H 15.96 14.63 15.13
H 15.69 16.04 12.55
H 13.49 16.16 15.41
H 11.88 12.95 11.42
H 8.96 10.45 11.72
H 13.41 15.43 13.05
H 21.19 16.34 14.65
H 11.97 18.22 17.42
H 7.93 8.26 11.51
H 12.43 15.03 11.82
H 17.37 15.48 10.95
H 13.48 16.99 11.36
H 20.81 14.26 16.07
H 16.24 10.74 10.17
H 12.20 17.60 19.12
H 17.63 16.41 14.39
H 15.20 13.66 11.06
H 8.63 13.21 16.69
H 11.20 9.50 7.35
H 7.67 16.99 20.20
H 15.66 17.26 11.25
H 10.00 11.29 6.19
H 18.17 10.60 11.79
H 9.16 18.46 14.98
H 8.09 12.98 11.69
H 8.75 15.24 11.16
H 14.68 17.40 14.68
H 14.02 11.06 11.21
H 20.39 17.22 15.91
H 9.67 20.66 14.04
H 7.99 15.69 16.15
H 11.64 9.70 9.85
H 8.42 12.12 14.12
H 6.60 15.98 18.12
H 9.75 16.65 12.81
H 9.32 6.23 11.98
H 19.19 12.37 16.73
H 13.86 19.55 13.94
H 9.93 12.29 15.97
H 16.27 15.50 9.58
H 17.80 10.98 14.20
H 12.12 21.22 13.64
H 12.41 16.58 17.67
H 9.28 13.35 7.43
H 10.20 13.88 16.65
H 19.74 17.38 14.32
H 12.52 8.67 13.24
H 10.03 13.59 9.79
H 13.70 15.75 10.13
H 11.61 6.50 12.75
*
```

The gap between HOMO and LUMO is 0.181 Ha. The largest force on an atom comes out at 2.773 eV/Å. As for the energy above the lowest of the compared OMol25 structures with the same formula, charge and spin: 19.6 kcal per mole. The calculation puts the LUMO energy at 3.97 eV.


6.
# C8H15N2

A cluster of 2 separate species, C8H15N2 in total at a distorted geometry (wB97M-V/def2-TZVPD, OMol25).

The geometry in ORCA input format:
```
! RIJCOSX wB97M-V def2-TZVPD def2/J DEFGRID3
* xyz 1 1
N -2.49 0.79 -1.62
N -0.48 -0.16 0.44
C -0.40 2.15 -1.39
C -0.22 -1.51 1.02
C 1.23 -1.98 1.27
C -1.18 0.94 -1.65
C -0.47 -0.18 -2.29
C 1.93 -0.69 1.96
C -0.18 -0.16 1.68
C 0.89 0.29 2.52
H 0.49 0.19 -2.45
H -0.42 -1.10 -1.80
H 2.67 -1.11 2.52
H 0.69 0.08 3.66
H 2.41 0.00 1.18
H 1.83 -2.36 0.32
H 1.34 -2.82 2.04
H 1.09 1.35 2.47
H -3.16 1.50 -1.33
H 0.50 1.82 -1.06
H -0.25 2.54 -2.32
H -0.97 2.88 -0.91
H -0.77 -0.53 -3.22
H -1.10 -2.00 1.08
H -2.99 0.07 -2.10
*
```

The gap between HOMO and LUMO is 0.322 Ha. The largest force on an atom comes out at 4.675 eV/Å. As for the energy above the lowest of the compared OMol25 structures with the same formula, charge and spin: 98.6 kcal per mole. The calculation puts the LUMO energy at -3.59 eV.


7.
# C32H49N2O7P

A cluster of 3 separate species, C32H49N2O7P in total at a distorted geometry (wB97M-V/def2-TZVPD, OMol25).

The geometry in ORCA input format:
```
! RIJCOSX wB97M-V def2-TZVPD def2/J DEFGRID3
* xyz 0 3
P 4.35 -2.90 0.13
O -2.09 3.07 2.75
O 0.59 2.02 -0.18
O 7.08 -0.97 -0.73
O -1.48 -2.79 -2.74
O 2.69 1.29 -3.26
O 4.40 -2.48 1.86
O 1.48 0.35 1.40
N -1.61 -3.74 -3.77
N -2.58 3.31 4.04
C -2.52 2.35 6.35
C 4.39 3.57 -1.46
C -0.35 3.14 5.25
C -1.75 2.51 5.00
C 6.94 3.74 -0.05
C 1.77 -1.37 -1.52
C -0.40 4.63 5.56
C 5.81 1.26 -0.75
C 3.21 -0.59 -1.44
C 0.51 -0.57 -0.84
C -2.44 -4.88 -3.23
C 5.94 -3.92 -0.15
C 0.92 0.61 0.22
C 7.05 2.08 -0.06
C -3.95 -4.53 -3.16
C 5.61 4.45 -0.74
C -1.93 -3.89 -6.25
C -1.99 -5.34 -1.80
C 4.43 -1.18 -0.75
C -2.15 -3.03 -4.97
C 3.38 0.91 -2.16
C -3.66 -2.70 -4.85
C -4.50 -3.90 -4.43
C -1.19 5.38 4.49
C -1.37 -1.71 -5.29
C -2.22 -6.14 -4.12
C 5.88 -0.39 -0.73
C -3.51 5.16 5.46
C -2.60 4.79 4.25
C 4.49 1.93 -1.47
C -3.27 5.56 3.07
C -1.52 1.03 4.52
H -1.53 -0.94 -4.53
H 4.85 -1.58 1.85
H -0.93 -5.59 -1.78
H -2.47 0.53 4.31
H 1.78 -2.46 -1.11
H 3.46 4.10 -1.95
H -4.13 -3.83 -2.33
H -1.70 -1.28 -6.24
H -0.28 -0.17 -1.64
H -3.11 -6.40 -4.71
H -1.38 -6.02 -4.81
H -0.29 -1.90 -5.37
H -5.54 -3.58 -4.26
H -3.67 6.24 5.53
H -4.54 -4.64 -5.24
H 6.82 -3.34 0.38
H -2.55 -6.24 -1.50
H 5.57 5.64 -0.67
H 0.62 5.03 5.61
H -1.26 6.44 4.78
H -3.38 6.62 3.29
H -4.27 5.16 2.85
H -0.84 4.80 6.55
H -4.04 -2.31 -5.80
H -0.61 5.37 3.56
H -0.88 -4.22 -6.33
H -4.53 -5.43 -2.92
H -1.96 -7.03 -3.53
H -3.56 2.66 6.27
H -0.09 -1.39 -0.21
H 7.81 4.35 0.48
H -2.05 2.91 7.16
H 0.28 3.00 4.36
H -3.08 4.87 6.42
H -2.56 -4.77 -6.29
H -2.68 5.50 2.14
H 6.23 -3.99 -1.29
H -4.49 4.69 5.37
H 0.19 2.49 0.63
H -2.57 1.30 6.68
H 1.52 -1.46 -2.68
H -0.89 0.97 3.63
H -2.19 -4.59 -1.03
H 0.16 2.62 6.07
H -3.81 -1.89 -4.12
H 5.88 -4.96 0.39
H 7.98 1.49 0.41
H -2.16 -3.32 -7.16
H -1.00 0.45 5.30
*
```

The gap between HOMO and LUMO is 0.246 Ha. The largest force on an atom comes out at 8.648 eV/Å. As for the expectation value of S²: 2.01. The calculation puts the LUMO energy at -1.73 eV.


8.
# C37H25F3N8O3RuSi

A structure of composition C37H25F3N8O3RuSi (wB97M-V/def2-TZVPD, OMol25).

The geometry in ORCA input format:
```
! RIJCOSX wB97M-V def2-TZVPD def2/J DEFGRID3
* xyz -1 2
Ru -0.15 0.71 0.22
Si 0.01 -0.16 3.37
F 4.10 -0.30 -3.39
F 3.17 1.26 -4.55
F 2.25 -0.70 -4.43
O 0.60 0.09 1.86
O 0.92 1.04 -2.86
O 3.02 -0.25 -0.55
N 2.64 -1.39 -1.30
N 1.37 3.75 0.73
N -2.98 2.06 1.62
N 0.26 -1.16 -0.69
N 1.59 1.60 -0.34
N -1.99 -2.11 -0.49
N -2.07 0.08 0.54
N -0.69 2.52 0.98
C -0.62 1.40 4.20
C -4.90 -2.23 0.57
C 0.11 3.58 1.13
C -6.44 -0.76 1.74
C 1.50 -0.77 4.34
C -0.60 4.65 1.82
C 5.46 4.10 -0.80
C -2.83 4.97 2.71
C -4.24 0.02 1.28
C -1.32 -1.47 3.42
C 5.90 2.96 -1.46
C -0.21 5.92 2.21
C -0.92 -4.33 -2.20
C 2.03 0.74 -2.56
C 1.39 -1.71 -1.27
C -0.17 -5.21 -2.98
C -5.51 0.24 1.83
C 1.05 -2.97 -1.98
C 2.62 0.96 -1.14
C 3.77 1.95 -1.15
C 1.18 -4.96 -3.24
C -1.14 6.71 2.86
C 2.92 0.22 -3.73
C 1.99 2.82 0.03
C 4.18 4.17 -0.28
C 3.35 3.08 -0.47
C -2.44 6.24 3.11
C -6.14 -2.00 1.12
C -2.58 -1.11 0.21
C -0.27 -3.21 -1.72
C -0.76 -2.08 -0.90
C 5.06 1.86 -1.64
C -3.94 -1.21 0.66
C -1.94 2.83 1.53
C -1.89 4.18 2.06
C -3.06 0.81 1.19
C 1.82 -3.83 -2.74
H -4.65 -3.17 0.09
H -0.87 7.71 3.18
H -3.83 4.60 2.90
H -0.69 1.23 5.28
H -1.45 -1.84 4.45
H 2.29 -0.02 4.32
H 6.92 2.92 -1.83
H -5.73 1.19 2.30
H -1.96 -4.50 -1.99
H -0.63 -6.10 -3.38
H -2.29 -1.09 3.09
H -7.43 -0.62 2.16
H 6.14 4.94 -0.67
H 0.06 2.24 4.03
H 1.89 -1.68 3.90
H 2.86 -3.63 -2.93
H 1.74 -5.66 -3.85
H -6.90 -2.77 1.07
H -1.06 -2.32 2.79
H -3.14 6.88 3.62
H 0.80 6.27 2.01
H 1.24 -0.97 5.38
H 5.42 0.97 -2.13
H -1.62 1.69 3.85
H 3.81 5.03 0.26
*
```

The gap between HOMO and LUMO (spin up / spin down) is 0.191 / 0.192 Ha. The largest force on an atom comes out at 0.178 eV/Å. As for the expectation value of S²: 0.83. As for the energy above the lowest of the compared OMol25 structures with the same formula, charge and spin: 41.8 kcal per mole. The calculation puts the LUMO energy (spin up / spin down) at 1.67 / 1.60 eV.